P) The following is a quantum chemistry calculation of a single C3H3N3O2 molecule, from the Open Molecules 2025 dataset.

The geometry in XYZ format:
```
11
Properties=species:S:1:pos:R:3
O -1.18 1.23 0.08
O -1.24 -1.25 -0.25
N 2.11 -0.21 -0.09
N 1.39 0.98 -0.23
N 1.32 -1.13 0.19
C 0.11 0.73 0.01
C -1.98 0.02 0.02
C 0.03 -0.61 0.22
H 1.86 1.78 0.39
H -2.84 0.19 -0.79
H -2.37 -0.14 1.14
```

The value obtained for the LUMO energy is 0.53 eV. The frontier orbital gap is 9.5 eV. Its net charge is 0. The SMILES is C1Oc2nn[nH]c2O1. The HOMO energy comes out at -0.330 Ha.

Q) The following is a quantum chemistry calculation of a single C3H3N3O2 molecule, from the Open Molecules 2025 dataset.

The geometry in XYZ format:
```
11
Properties=species:S:1:pos:R:3
O 0.83 -0.65 2.53
O 0.36 0.69 0.93
N -0.35 -1.28 -0.59
N 0.49 2.22 -0.82
N -0.91 -0.01 -0.97
C 0.53 -0.51 1.37
C 0.37 -1.52 0.48
C -0.01 1.03 -0.30
H 0.35 -2.65 0.67
H -0.05 2.67 -1.63
H -1.61 0.01 -1.70
```

The value obtained for the LUMO energy is -0.50 eV. The frontier orbital gap is 9.4 eV. Its net charge is 0. The SMILES is [H]/N=c1\[nH]ncc(=O)o1. The HOMO energy comes out at -0.364 Ha.

R) The following is a quantum chemistry calculation of a molecular structure, C3H3N3O2, from the Open Molecules 2025 dataset.

The geometry in XYZ format:
```
11
Properties=species:S:1:pos:R:3
O 1.04 1.04 -0.23
O -2.31 -0.94 -0.41
N 2.19 -0.76 -0.17
N 0.03 -1.08 0.31
N -1.30 0.93 0.36
C -0.22 1.54 0.04
C -1.18 -0.48 0.18
C 1.06 -0.23 -0.01
H 2.61 -1.78 0.64
H -0.10 2.69 -0.28
H 3.23 -0.26 -0.02
```

The value obtained for the LUMO energy is -0.61 eV. The frontier orbital gap is 8.9 eV. Its net charge is 0. The HOMO energy comes out at -0.349 Ha.

Energy ordering: Q) at the bottom, the next structure 0.383 eV above.

P) The following is a quantum chemistry calculation of a gas-phase ion, C3H8N3O (charge +1), from the Open Molecules 2025 dataset.

The geometry in XYZ format:
```
15
Properties=species:S:1:pos:R:3
O -3.54 -0.27 -0.04
N -0.53 1.32 -0.35
N -2.48 0.17 0.35
N 0.51 1.10 0.59
C -1.35 0.10 -0.50
C 0.91 -0.33 0.28
C -0.49 -1.00 0.12
H 1.52 -0.78 1.01
H 0.14 1.18 1.59
H -1.58 0.00 -1.68
H -0.03 1.61 -1.26
H -0.64 -1.83 -0.46
H 1.49 -0.16 -0.74
H 1.22 1.85 0.39
H -0.81 -1.24 1.11
```

The value obtained for the LUMO energy is -4.27 eV. The frontier orbital gap is 9.2 eV. Its net charge is +1. The SMILES is O=N[C@@H]1CC[NH2+]N1. The HOMO energy comes out at -0.495 Ha.

Q) The following is a quantum chemistry calculation of 2 unconnected molecules or ions with the total composition C3H8N3O, from the Open Molecules 2025 dataset.

The geometry in XYZ format:
```
15
Properties=species:S:1:pos:R:3
O -1.46 -0.86 1.77
N 0.57 -1.34 -2.22
N 0.18 0.10 -0.44
N -1.20 0.55 3.59
C 0.14 -1.09 -1.01
C -1.49 -0.18 2.73
C 0.76 1.42 -0.78
H -0.14 -1.90 -0.38
H -1.43 1.23 4.28
H 1.77 1.42 -0.31
H -0.13 0.05 0.48
H 0.12 2.33 -0.40
H 0.63 -0.77 -3.02
H 0.65 -2.46 -2.41
H 1.03 1.49 -1.86
```

The value obtained for the LUMO energy is -3.22 eV. The frontier orbital gap is 11.5 eV. Its net charge is +1. The HOMO energy comes out at -0.540 Ha.

Energy ordering: Q) at the bottom, the next structure 4.344 eV above.